25
Properties=species:S:1:pos:R:3:lowdin_charge:R:1 method="wB97M-V/def2-TZVPD" lumo_ev=-0.11 orbital_gap_ev=8.059 relative_energy_ev=0.000 energy_ev=-38342.729
C 2.513 1.971 -0.086 0.04
C 3.439 1.094 -0.461 -0.16
C 3.182 -0.280 -0.851 -0.07
C 2.149 -1.047 -0.502 -0.17
O 1.139 -0.606 0.320 -0.03
C 0.296 -1.422 0.911 -0.86
O -0.670 -1.041 1.513 0.05
S 0.669 -3.177 0.815 0.88
H 2.770 2.983 0.174 0.06
H 1.472 1.706 -0.051 0.04
H 4.475 1.401 -0.526 0.10
H 3.923 -0.737 -1.491 0.11
H 2.045 -2.061 -0.866 0.08
H -0.427 -3.522 1.479 -0.11
S -0.940 -1.108 -2.238 0.71
C -1.721 -0.227 -1.088 -0.81
C -2.962 -0.616 -0.503 -0.09
C -3.517 0.127 0.485 -0.04
C -2.841 1.299 0.929 -0.05
C -1.680 1.628 0.322 -0.10
O -1.137 0.921 -0.666 -0.03
H -3.409 -1.524 -0.874 0.11
H -4.449 -0.156 0.946 0.11
H -3.234 1.900 1.729 0.11
H -1.085 2.493 0.580 0.14

58
Properties=species:S:1:pos:R:3:mulliken_spin:R:1 method="wB97M-V/def2-TZVPD" lumo_ev="-3.93 / -3.86" multiplicity=2 orbital_gap_ev="6.074 / 6.946" relative_energy_ev=0.591 charge=+1 energy_ev=-49139.622
Re 1.591 -0.570 0.094 1.00
C 1.892 0.997 -3.945 0.01
C 0.983 0.276 -4.725 0.00
C 0.243 -0.709 -4.131 0.01
C 0.388 -0.989 -2.761 -0.01
N 1.255 -0.281 -2.014 -0.02
C 1.987 0.687 -2.616 0.01
N -0.407 -2.018 -2.300 0.01
C -0.544 -2.372 -1.077 0.02
N 0.023 -1.832 0.068 0.00
C -0.501 -2.467 1.184 0.01
N -0.315 -2.212 2.424 0.02
C 0.565 -1.287 2.948 0.00
C 0.462 -1.112 4.340 0.01
C 1.336 -0.297 5.007 0.00
C 2.343 0.344 4.280 0.01
C 2.377 0.163 2.925 0.01
N 1.493 -0.609 2.244 -0.02
C -1.415 -3.529 0.716 0.00
C -2.160 -4.455 1.419 0.00
C -2.929 -5.343 0.675 0.00
C -2.949 -5.289 -0.719 0.00
C -2.201 -4.346 -1.415 0.00
C -1.436 -3.475 -0.665 -0.01
H 2.516 1.773 -4.362 0.00
H 0.872 0.484 -5.781 0.00
H -0.465 -1.311 -4.681 0.00
H 2.687 1.201 -1.970 -0.02
H -0.312 -1.667 4.847 0.00
H 1.258 -0.170 6.078 0.00
H 3.087 0.964 4.757 0.00
H 3.138 0.626 2.314 -0.01
H -2.138 -4.485 2.499 0.00
H -3.524 -6.089 1.183 0.00
H -3.558 -5.996 -1.265 0.00
H -2.211 -4.293 -2.495 0.00
S 3.577 -1.238 -0.089 -0.06
C 2.094 2.805 0.650 0.04
N 0.832 3.114 0.007 -0.01
C 0.919 4.055 -1.109 0.00
C -0.178 2.196 0.029 0.01
N 0.030 0.907 0.221 0.01
N -1.428 2.670 -0.165 0.00
C -1.814 4.033 0.175 0.00
C -2.525 1.777 -0.501 0.00
H 2.691 3.716 0.676 0.00
H 2.682 2.037 0.127 -0.02
H 1.919 2.482 1.673 0.00
H 1.585 3.669 -1.886 0.00
H 1.307 5.008 -0.753 0.00
H -0.060 4.220 -1.550 0.00
H -0.848 0.435 0.413 0.01
H -0.996 4.539 0.679 0.00
H -2.674 3.999 0.845 0.00
H -2.094 4.600 -0.715 0.00
H -3.000 1.359 0.391 0.00
H -2.178 0.968 -1.143 0.00
H -3.275 2.341 -1.054 0.00

47
Properties=species:S:1:pos:R:3:mulliken_spin:R:1 method="wB97M-V/def2-TZVPD" lumo_ev="-4.69 / -6.56" multiplicity=3 orbital_gap_ev="10.501 / 8.877" relative_energy_ev=0.000 charge=+2 energy_ev=-38279.035
Pd 0.813 -0.028 0.418 1.60
O 2.944 -0.721 -0.418 0.07
H 3.369 -0.202 -1.089 0.00
H 3.386 -0.297 0.311 -0.01
O 1.207 1.777 -0.517 0.09
H 1.534 2.543 -0.082 0.00
H 0.735 1.846 -1.405 0.00
C -1.167 -1.065 -2.153 0.00
O -0.680 -0.122 -1.507 0.04
N -0.453 -2.232 -2.572 0.00
N -2.467 -1.074 -2.635 0.00
H 0.455 -2.384 -2.153 0.00
H -1.025 -3.032 -2.858 0.00
H -2.797 -1.764 -3.286 0.00
H -2.901 -0.297 -2.176 0.00
C 0.059 2.424 -3.735 0.00
O -0.072 2.143 -2.546 0.00
N -0.768 3.359 -4.267 0.00
N 1.072 1.842 -4.480 0.00
H -1.386 3.616 -3.505 0.00
H -0.688 3.713 -5.194 0.00
H 1.407 1.033 -4.015 0.00
H 0.947 1.654 -5.466 0.00
C -1.497 1.525 2.146 0.00
O -1.140 0.446 1.644 0.06
N -1.414 2.616 1.390 0.00
N -1.863 1.584 3.430 0.00
H -0.992 2.543 0.482 0.00
H -1.544 3.503 1.794 0.00
H -1.944 2.438 3.979 0.00
H -1.677 0.883 4.145 0.00
C -0.469 -2.931 0.912 0.00
O 0.490 -2.184 0.894 0.05
N -0.241 -4.231 0.900 0.00
N -1.753 -2.569 0.831 0.00
H 0.698 -4.537 0.915 0.00
H -0.890 -4.947 0.822 0.00
H -2.574 -3.207 0.875 0.00
H -1.975 -1.612 1.102 0.00
C 2.003 -0.153 3.212 0.01
O 2.176 0.239 2.023 0.08
N 1.384 -1.338 3.486 0.00
N 2.362 0.712 4.170 0.01
H 1.231 -2.048 2.728 0.00
H 1.326 -1.701 4.432 0.00
H 2.111 0.659 5.181 0.00
H 2.668 1.580 3.837 0.00